[1]
{"formula": "C18H24N2O4S", "method": "ωB97M-V with the def2-TZVPD basis set", "elements": ["N", "C", "O", "C", "H", "H", "O", "C", "O", "C", "C", "C", "C", "C", "C", "S", "C", "H", "C", "O", "N", "H", "C", "C", "C", "C", "C", "C", "H", "C", "H", "H", "H", "H", "H", "H", "H", "H", "H", "H", "H", "H", "H", "H", "H", "H", "H", "H", "H"], "xyz": [[-0.65, -1.93, -2.21], [-1.03, -2.81, -1.39], [-2.19, -3.03, -1.34], [-0.07, -3.39, -0.45], [-0.54, -3.64, 0.42], [0.13, -4.42, -0.74], [0.93, -2.64, -0.19], [1.34, -2.02, 0.72], [0.76, -2.34, 1.78], [2.52, -1.10, 0.80], [2.95, -0.51, 2.07], [3.90, 0.34, 2.07], [4.51, 0.67, 0.92], [4.01, 0.61, -0.17], [2.97, -0.44, -0.46], [2.32, -0.83, -1.85], [2.10, 0.73, -2.53], [1.46, 0.70, -3.43], [1.35, 1.82, -1.65], [1.57, 2.87, -1.14], [0.09, 1.09, -1.24], [-0.18, 0.24, -1.29], [-0.80, 1.81, -0.15], [-2.25, 1.77, -0.69], [-3.33, 2.20, -0.14], [-3.85, 0.80, 0.73], [-3.03, -0.06, 1.79], [-1.61, -0.09, 1.27], [-1.80, -0.83, 0.47], [-0.70, 0.93, 1.22], [-0.95, 1.79, 1.89], [0.28, 0.64, 1.17], [-1.16, -0.88, 2.05], [-3.56, -0.91, 2.11], [-2.98, 0.72, 2.66], [-4.10, 0.25, -0.01], [-4.85, 1.05, 1.04], [-3.00, 2.74, 1.14], [-4.14, 2.58, -0.44], [-2.49, 0.88, -1.24], [-2.08, 2.39, -1.49], [-0.58, 2.79, 0.18], [2.89, 1.37, -2.78], [4.34, 0.85, -1.07], [5.17, 1.66, 1.03], [4.55, 0.43, 3.13], [2.68, -1.31, 2.97], [-1.18, -1.79, -3.01], [0.33, -1.75, -2.52]], "nbo_charge": [-0.804, 0.627, -0.597, -0.169, 0.239, 0.218, -0.455, 0.763, -0.659, -0.142, -0.155, -0.224, -0.179, -0.188, -0.237, 0.440, -0.707, 0.265, 0.725, -0.553, -0.701, 0.373, 0.007, -0.497, -0.241, -0.396, -0.377, -0.453, 0.213, -0.434, 0.215, 0.223, 0.238, 0.229, 0.176, 0.160, 0.185, 0.115, 0.193, 0.200, 0.216, 0.219, 0.237, 0.202, 0.220, 0.220, 0.264, 0.398, 0.385], "orbital_gap_ev": 8.28, "fmax_ev_per_a": 16.8}

[2]
{"formula": "C81H203N13O27", "method": "ωB97M-V with the def2-TZVPD basis set", "elements": ["C", "O", "C", "C", "N", "C", "C", "O", "C", "H", "H", "H", "H", "H", "H", "H", "H", "H", "H", "H", "H", "H", "H", "H", "C", "O", "C", "C", "N", "C", "C", "O", "C", "H", "H", "H", "H", "H", "H", "H", "H", "H", "H", "H", "H", "H", "H", "H", "C", "O", "C", "C", "N", "C", "C", "O", "C", "H", "H", "H", "H", "H", "H", "H", "H", "H", "H", "H", "H", "H", "H", "H", "C", "O", "C", "C", "N", "C", "C", "O", "C", "H", "H", "H", "H", "H", "H", "H", "H", "H", "H", "H", "H", "H", "H", "H", "C", "O", "C", "C", "N", "C", "C", "O", "C", "H", "H", "H", "H", "H", "H", "H", "H", "H", "H", "H", "H", "H", "H", "H", "C", "O", "C", "C", "N", "C", "C", "O", "C", "H", "H", "H", "H", "H", "H", "H", "H", "H", "H", "H", "H", "H", "H", "H", "C", "O", "C", "C", "N", "C", "C", "O", "C", "H", "H", "H", "H", "H", "H", "H", "H", "H", "H", "H", "H", "H", "H", "H", "C", "O", "C", "C", "N", "C", "C", "O", "C", "H", "H", "H", "H", "H", "H", "H", "H", "H", "H", "H", "H", "H", "H", "H", "C", "O", "C", "C", "N", "C", "C", "O", "C", "H", "H", "H", "H", "H", "H", "H", "H", "H", "H", "H", "H", "H", "H", "H", "C", "O", "C", "C", "N", "C", "C", "O", "C", "H", "H", "H", "H", "H", "H", "H", "H", "H", "H", "H", "H", "H", "H", "H", "C", "O", "C", "C", "N", "C", "C", "O", "C", "H", "H", "H", "H", "H", "H", "H", "H", "H", "H", "H", "H", "H", "H", "H", "C", "O", "C", "C", "N", "C", "C", "O", "C", "H", "H", "H", "H", "H", "H", "H", "H", "H", "H", "H", "H", "H", "H", "H", "C", "O", "C", "C", "N", "C", "C", "O", "C", "H", "H", "H", "H", "H", "H", "H", "H", "H", "H", "H", "H", "H", "H", "H", "C", "C", "C", "O", "H", "H", "H", "H", "H", "H", "H", "H"], "xyz": [[8.00, -3.08, -3.42], [6.79, -3.82, -3.53], [5.74, -3.11, -2.87], [4.55, -4.07, -2.64], [4.98, -4.99, -1.57], [4.09, -6.10, -1.35], [3.91, -7.07, -2.51], [5.19, -7.58, -2.81], [5.22, -8.73, -3.61], [8.75, -3.68, -3.96], [8.29, -3.02, -2.35], [7.84, -2.07, -3.85], [5.40, -2.38, -3.59], [6.05, -2.73, -1.90], [4.33, -4.61, -3.58], [3.61, -3.55, -2.45], [5.91, -5.29, -1.89], [3.11, -5.72, -1.10], [4.45, -6.59, -0.44], [3.41, -6.50, -3.32], [3.29, -7.91, -2.25], [5.24, -8.50, -4.72], [4.36, -9.36, -3.48], [6.18, -9.23, -3.36], [-8.43, -1.67, -1.40], [-7.88, -0.87, -0.38], [-6.66, -0.24, -0.69], [-6.14, 0.46, 0.53], [-5.68, -0.54, 1.51], [-5.39, 0.08, 2.80], [-5.31, -0.84, 3.98], [-6.52, -1.42, 4.31], [-6.36, -2.45, 5.24], [-8.44, -1.17, -2.37], [-9.45, -2.02, -1.17], [-7.81, -2.57, -1.54], [-6.74, 0.41, -1.58], [-5.87, -1.01, -0.94], [-7.12, 1.05, 0.90], [-5.31, 1.09, 0.19], [-6.43, -1.26, 1.65], [-6.06, 0.91, 2.93], [-4.39, 0.54, 2.73], [-4.82, -0.32, 4.76], [-4.58, -1.62, 3.63], [-7.35, -2.83, 5.36], [-6.00, -2.04, 6.20], [-5.75, -3.34, 4.92], [0.99, 5.60, 1.62], [-0.43, 5.70, 1.61], [-1.00, 5.25, 2.78], [-2.53, 5.50, 2.76], [-3.11, 5.03, 4.01], [-2.71, 5.59, 5.29], [-3.00, 7.08, 5.51], [-2.67, 7.57, 6.73], [-3.38, 7.12, 7.88], [1.42, 6.28, 2.37], [1.42, 5.76, 0.64], [1.32, 4.63, 1.92], [-0.62, 5.76, 3.71], [-0.88, 4.16, 2.93], [-3.00, 5.00, 1.87], [-2.66, 6.56, 2.47], [-4.09, 5.17, 3.88], [-1.69, 5.37, 5.44], [-3.15, 5.01, 6.06], [-4.09, 7.24, 5.29], [-2.53, 7.67, 4.72], [-3.14, 7.82, 8.67], [-3.03, 6.14, 8.17], [-4.46, 7.08, 7.66], [1.55, -3.47, -8.43], [2.11, -2.89, -7.27], [3.44, -2.39, -7.60], [4.12, -2.16, -6.32], [3.33, -1.54, -5.28], [2.71, -0.29, -5.50], [1.86, 0.19, -4.38], [0.86, -0.77, -4.03], [0.13, -0.38, -2.91], [1.50, -2.82, -9.34], [0.43, -3.62, -8.23], [1.97, -4.48, -8.70], [3.38, -1.52, -8.27], [4.00, -3.17, -8.17], [5.04, -1.58, -6.42], [4.55, -3.10, -5.94], [2.66, -2.22, -4.92], [2.04, -0.33, -6.37], [3.51, 0.47, -5.73], [1.39, 1.12, -4.65], [2.39, 0.57, -3.53], [-0.44, -1.17, -2.49], [-0.64, 0.26, -3.23], [0.85, 0.02, -2.18], [5.56, -5.31, 3.84], [5.56, -4.02, 3.24], [5.74, -4.18, 1.87], [5.58, -2.89, 1.14], [6.51, -1.91, 1.66], [6.42, -0.65, 0.86], [7.28, 0.47, 1.42], [6.65, 0.78, 2.62], [7.44, 1.70, 3.43], [6.42, -5.98, 3.57], [4.63, -5.83, 3.56], [5.62, -5.14, 4.94], [5.08, -4.94, 1.49], [6.81, -4.54, 1.67], [4.54, -2.54, 1.27], [5.74, -3.10, 0.10], [6.28, -1.58, 2.62], [5.37, -0.33, 0.85], [6.83, -0.84, -0.18], [7.34, 1.32, 0.72], [8.29, 0.19, 1.62], [8.35, 1.14, 3.66], [6.86, 1.97, 4.32], [7.72, 2.66, 2.92], [-4.30, -1.72, -10.56], [-4.21, -1.89, -9.17], [-5.42, -2.43, -8.74], [-5.20, -2.71, -7.31], [-5.01, -1.42, -6.61], [-4.70, -1.55, -5.21], [-4.29, -0.24, -4.65], [-3.19, 0.21, -5.37], [-3.07, 1.63, -5.29], [-5.11, -1.08, -10.86], [-4.38, -2.69, -11.06], [-3.42, -1.20, -10.90], [-5.66, -3.31, -9.33], [-6.21, -1.74, -8.96], [-4.24, -3.28, -7.29], [-5.99, -3.29, -6.85], [-4.31, -0.78, -7.02], [-3.91, -2.38, -4.96], [-5.61, -1.80, -4.59], [-4.08, -0.35, -3.57], [-5.21, 0.40, -4.74], [-3.97, 2.02, -5.75], [-2.17, 1.97, -5.79], [-3.06, 2.00, -4.28], [3.78, -1.67, 3.76], [3.24, -0.73, 4.72], [4.23, 0.40, 4.76], [3.73, 1.51, 5.62], [2.87, 2.42, 4.87], [1.42, 2.13, 4.97], [0.81, 2.31, 6.31], [0.84, 3.67, 6.60], [0.01, 4.00, 7.75], [3.08, -2.53, 3.66], [4.72, -2.06, 4.14], [3.92, -1.22, 2.78], [4.55, 0.76, 3.80], [5.10, 0.05, 5.35], [4.54, 2.15, 6.02], [3.27, 1.11, 6.55], [3.04, 3.37, 5.16], [1.29, 1.06, 4.70], [0.80, 2.74, 4.30], [1.42, 1.75, 7.08], [-0.22, 1.92, 6.41], [-1.03, 3.74, 7.49], [0.19, 5.05, 7.99], [0.41, 3.46, 8.66], [0.70, 9.12, 5.94], [1.35, 7.89, 6.00], [2.73, 7.92, 6.28], [3.20, 6.50, 6.49], [3.07, 5.52, 5.41], [3.70, 5.91, 4.12], [5.13, 5.32, 4.08], [5.81, 5.45, 2.89], [5.39, 4.60, 1.82], [-0.34, 8.89, 6.06], [0.90, 9.53, 4.97], [0.97, 9.82, 6.78], [2.91, 8.56, 7.16], [3.29, 8.39, 5.50], [2.69, 6.03, 7.34], [4.26, 6.52, 6.66], [2.12, 5.25, 5.40], [3.57, 6.99, 3.88], [3.20, 5.35, 3.30], [5.05, 4.27, 4.37], [5.78, 5.76, 4.87], [4.81, 3.75, 2.25], [6.34, 4.39, 1.37], [4.74, 5.10, 1.09], [2.72, 8.51, -5.83], [2.09, 7.19, -6.09], [1.67, 6.55, -4.84], [2.82, 6.23, -3.95], [2.44, 5.41, -2.86], [2.16, 4.01, -3.07], [1.98, 3.31, -1.69], [3.20, 3.29, -0.97], [4.12, 2.36, -1.48], [3.76, 8.39, -5.53], [2.19, 9.12, -5.13], [2.61, 9.02, -6.77], [1.26, 5.60, -5.13], [0.87, 7.15, -4.38], [3.29, 7.15, -3.54], [3.55, 5.75, -4.58], [3.10, 5.55, -2.10], [2.99, 3.48, -3.63], [1.23, 3.92, -3.68], [1.63, 2.30, -1.84], [1.13, 3.75, -1.14], [4.70, 1.99, -0.63], [4.84, 2.83, -2.20], [3.63, 1.45, -1.85], [-4.12, -7.08, 5.24], [-3.27, -5.89, 5.28], [-1.90, -6.23, 5.06], [-0.97, -5.17, 5.58], [-0.95, -3.88, 4.98], [0.18, -3.07, 5.28], [0.12, -1.65, 4.70], [-1.00, -0.96, 5.35], [-1.65, -0.01, 4.55], [-3.84, -7.74, 6.05], [-4.08, -7.44, 4.20], [-5.10, -6.70, 5.36], [-1.78, -6.34, 3.98], [-1.70, -7.17, 5.58], [0.04, -5.67, 5.53], [-1.18, -5.14, 6.66], [-1.73, -3.30, 5.23], [1.07, -3.55, 4.94], [0.18, -2.88, 6.35], [-0.08, -1.66, 3.61], [1.03, -1.07, 4.88], [-1.90, -0.51, 3.61], [-1.02, 0.85, 4.25], [-2.45, 0.34, 5.11], [-9.81, 1.70, 2.08], [-9.31, 1.85, 0.77], [-9.72, 3.02, 0.11], [-8.98, 3.16, -1.26], [-7.60, 3.58, -1.09], [-6.95, 3.62, -2.37], [-5.47, 4.01, -2.28], [-4.74, 3.07, -1.49], [-3.43, 3.64, -1.23], [-9.32, 2.43, 2.74], [-9.47, 0.75, 2.48], [-10.96, 1.74, 2.09], [-9.52, 3.90, 0.73], [-10.77, 3.02, -0.18], [-9.40, 3.84, -1.98], [-9.11, 2.15, -1.76], [-7.05, 2.97, -0.48], [-7.44, 4.44, -2.96], [-7.00, 2.73, -2.98], [-5.42, 4.96, -1.76], [-5.00, 4.18, -3.28], [-2.97, 4.02, -2.14], [-2.78, 2.94, -0.72], [-3.55, 4.46, -0.54], [-3.08, -0.07, -0.99], [-1.90, 0.51, -0.41], [-2.14, 1.07, 0.90], [-0.83, 1.62, 1.36], [0.17, 0.55, 1.37], [1.55, 1.09, 1.51], [2.57, 0.09, 1.12], [2.40, -0.16, -0.31], [3.32, -1.05, -0.84], [-3.76, 0.73, -1.27], [-3.50, -0.78, -0.30], [-2.65, -0.58, -1.79], [-2.53, 0.32, 1.59], [-2.89, 1.89, 0.90], [-1.08, 1.96, 2.37], [-0.44, 2.50, 0.86], [0.13, 0.00, 0.52], [1.63, 1.47, 2.50], [1.66, 2.02, 0.89], [2.40, -0.80, 1.73], [3.56, 0.49, 1.33], [3.99, -0.41, -1.43], [2.82, -1.72, -1.58], [3.79, -1.69, -0.08], [1.01, -6.14, -6.24], [0.98, -5.85, -4.86], [0.47, -4.56, -4.52], [-1.04, -4.44, -4.51], [-1.64, -5.07, -3.32], [-1.38, -6.49, -3.00], [-1.66, -7.45, -4.12], [-1.53, -8.75, -3.56], [-1.14, -9.73, -4.52], [1.66, -7.06, -6.33], [1.44, -5.32, -6.87], [0.06, -6.34, -6.78], [0.92, -3.93, -5.32], [0.91, -4.36, -3.55], [-1.31, -4.94, -5.44], [-1.20, -3.38, -4.52], [-2.64, -4.99, -3.30], [-1.94, -6.76, -2.10], [-0.35, -6.67, -2.71], [-0.99, -7.26, -5.00], [-2.66, -7.21, -4.42], [-0.84, -10.66, -4.00], [-0.32, -9.30, -5.09], [-1.88, -10.09, -5.20], [0.79, -3.67, 1.16], [-0.48, -3.81, 0.33], [-1.56, -2.84, 0.93], [-0.18, -3.49, -1.04], [1.04, -2.64, 0.99], [1.55, -4.47, 0.88], [0.46, -3.81, 2.23], [-0.87, -4.84, 0.38], [-2.46, -2.96, 0.37], [-1.18, -1.83, 0.87], [-1.76, -3.10, 1.97], [-0.80, -3.93, -1.67]], "mulliken_charge": [-0.692, -0.412, -0.197, -0.399, 0.078, -0.547, -0.436, -0.373, -0.770, 0.271, 0.230, 0.281, 0.428, -0.028, 0.347, 0.067, 0.362, -0.025, 0.431, -0.147, 0.815, 0.248, 0.333, 0.234, -0.871, -0.320, -0.817, -0.266, 0.024, 0.198, -0.932, -0.366, -0.769, 0.303, 0.254, 0.325, 0.405, 0.403, 0.348, -0.055, 0.391, 0.432, -0.217, 0.585, 0.241, 0.307, 0.304, 0.283, -0.672, -0.567, 0.873, -0.642, -0.104, -0.435, -0.343, -0.346, -0.720, 0.464, 0.379, 0.036, 0.096, -0.177, -0.233, 0.387, 0.269, -0.245, 0.622, 0.245, 0.281, 0.251, 0.249, 0.330, -1.071, 0.037, -0.760, -0.879, 0.438, -0.667, 0.351, -0.215, 0.398, 0.314, 0.226, 0.418, 0.344, 0.437, 0.557, 0.153, -0.278, 0.301, 0.330, 0.419, -0.701, -0.485, 0.880, -0.557, -0.913, -0.035, -1.274, 2.329, -0.402, 0.688, -1.386, 0.064, -0.882, 0.304, 0.336, 0.260, 0.203, 0.332, -1.031, -0.456, 0.383, -0.427, 0.147, 0.393, 0.613, 0.389, 0.120, 0.277, -0.868, -0.206, -0.811, -0.426, -0.381, -0.082, 0.038, -0.066, -0.785, 0.335, 0.327, 0.233, 0.530, 0.423, 0.091, 0.433, 0.320, -0.250, 0.262, -0.033, 0.182, 0.427, 0.297, 0.087, 0.126, -0.333, 0.070, -1.299, 1.049, 0.512, -1.070, 0.200, -0.975, -0.195, 0.890, -0.645, -0.159, 0.419, 0.653, 0.252, -0.177, -0.416, -0.106, 0.206, 0.435, 0.315, 0.247, 0.279, -0.689, 0.019, -0.774, -0.950, 0.180, 0.834, -0.488, -0.520, -0.464, 0.005, 0.326, 0.313, 0.481, 0.463, 0.292, 0.378, -0.327, 0.460, -1.024, 0.165, 0.221, 0.084, 0.392, 0.271, -0.724, -0.423, -0.406, -0.621, -0.045, -0.942, 0.857, 0.233, 0.070, 0.257, 0.337, 0.283, 0.304, 0.299, 0.377, 0.304, 0.094, 0.283, 0.436, -0.894, 0.327, -0.397, 0.424, -0.562, -0.794, -0.255, -0.600, -0.832, 0.382, -2.036, 1.565, -0.643, 0.245, 0.314, 0.330, 0.234, 0.254, 0.442, 0.374, 0.353, 0.087, 0.689, 0.637, -0.113, -0.520, -0.001, -0.622, 0.667, -0.916, -0.114, -0.853, -0.443, -0.227, -0.710, -0.850, 0.081, -0.700, 0.370, 0.233, 0.312, 0.398, 0.398, 0.547, 0.191, 0.092, 0.479, 0.338, 0.425, 0.348, 0.447, -0.210, 0.375, -0.236, 0.496, -0.699, -0.064, 1.676, 0.076, 0.347, 1.059, -0.341, -0.308, 0.143, 0.335, -0.582, 0.830, -0.875, -0.054, -0.417, -0.477, -0.784, -0.251, 0.125, 0.552, -0.660, -0.166, -0.510, -0.167, 0.730, -1.264, -0.136, -0.930, 0.183, -0.368, -0.641, 0.261, -0.095, 0.292, -0.294, -0.069, 0.482, 0.598, 0.260, 0.736, 0.036, -0.161, 0.270, 0.258, 0.234, 0.296, -0.222, -0.084, -0.847, 0.459, -0.519, 0.291, 0.044, 0.597, 0.492, -0.323, 0.449, -0.410], "orbital_gap_ev": 8.88, "fmax_ev_per_a": 2.9}